The following is a DFT calculation (ωB97M-V/def2-TZVPD) of C14H17N8O2STa as an isolated structure in a non-equilibrium geometry.

The calculation puts the relative energy (zero: lowest compared OMol25 entry of this formula, charge and spin) at 1.29 kcal per mole. The value obtained for the largest force on an atom is 2.6 eV Å⁻¹. The value obtained for the gap between HOMO and LUMO is 5.539 eV.

```
! RIJCOSX wB97M-V def2-TZVPD def2/J DEFGRID3
* xyz 4 1
Ta 0.65 0.56 0.25
S 0.69 0.83 -4.33
O 3.30 -2.00 1.37
O 2.75 -0.13 0.36
N 1.47 2.29 0.86
N 1.86 4.21 1.87
N -0.79 -1.77 2.12
N -1.20 -0.58 1.50
N 2.52 -1.20 1.03
N 1.17 -1.19 1.25
N -1.14 1.31 -0.81
N 1.00 -3.18 2.56
C 2.79 2.72 0.54
C 2.32 0.04 -2.48
C 3.01 3.89 1.16
C -3.29 2.30 -2.32
C 0.50 -2.12 2.02
C -2.27 1.77 -0.23
C 2.19 0.20 -3.86
C -2.13 1.86 -2.95
C 0.97 3.27 1.68
C -1.07 1.37 -2.19
C 0.18 0.90 -2.70
C 1.68 5.43 2.70
C -3.35 2.26 -0.94
C 1.17 0.44 -1.79
H 3.24 -0.34 -2.05
H -0.02 3.30 2.10
H -4.12 2.68 -2.91
H 0.80 5.97 2.36
H -4.22 2.62 -0.40
H 2.94 -0.03 -4.61
H -2.04 1.90 -4.03
H -1.91 -0.81 0.80
H 1.99 -3.41 2.46
H 0.44 -3.82 3.11
H -1.67 -0.02 2.22
H 2.56 6.05 2.57
H -1.48 -2.34 2.60
H 3.44 2.16 -0.10
H 3.87 4.54 1.16
H -2.30 1.79 0.86
H 1.59 5.14 3.74
*
```